Entry 1:
92
Properties=species:S:1:pos:R:3:forces:R:3 method="wB97M-V/def2-TZVPD" e_lumo_ev="-2.682 / -2.733" homo_lumo_gap_ev="5.5 / 5.4" e_above_lowest_ev=1.219 total_charge=+1 total_energy_ev=-219811.994
C 1.681821 3.325479 -0.281726 0.083 0.019 -0.084
C -2.935779 -2.471421 0.791974 0.107 0.293 -0.431
C -1.566279 4.906979 -1.478726 -0.123 0.160 0.006
C 2.467221 2.059579 -2.384826 -0.339 -0.004 -0.399
H -0.064179 2.064879 1.601474 -0.216 0.020 -0.136
N -4.212979 -2.722721 -1.339326 -0.353 0.241 -0.165
H -4.775779 -1.491121 0.284874 -0.022 -0.043 -0.179
N 0.979621 -2.583521 -0.943826 -0.612 0.813 0.857
H 3.300921 3.226879 -5.598726 0.085 0.058 -0.192
H -3.246079 -3.624821 -2.991526 -0.117 -0.028 0.047
C -0.467679 4.025479 -1.614226 0.106 0.031 0.060
H -5.495479 -3.910921 -0.155526 0.012 0.119 -0.035
Ni -0.165279 -1.010221 -0.063926 0.414 -2.539 -0.031
H -2.225679 6.341379 0.040674 -0.185 0.197 0.009
N -1.749579 0.584579 0.056874 0.725 -0.363 -0.182
H 2.096621 -1.376821 2.161074 0.191 -0.033 -0.173
H -3.356179 -0.940021 -0.650726 -0.178 -0.076 -0.093
C -1.448179 0.171379 2.405774 -0.003 -0.101 1.100
H -2.861579 -1.908321 -2.732126 -0.095 0.084 0.039
C 1.747521 3.138179 1.216274 0.236 0.202 0.545
C 3.460521 1.273379 -2.886926 -0.276 0.066 0.215
C -2.422979 1.263079 -0.824426 -0.779 0.520 0.136
C -1.535579 -2.450321 0.657774 0.686 0.892 0.153
H 3.818321 -3.802421 0.430774 -0.024 0.021 0.015
C 2.726121 -1.366121 0.105274 0.529 -1.474 0.778
N 1.626921 -1.366121 3.058074 -0.053 -0.120 0.115
C -4.694379 -4.035621 -0.880226 -0.308 -0.798 0.232
H -3.882179 -4.578621 -0.401426 0.031 0.137 -0.064
C -3.848079 -1.799921 -0.201326 0.361 0.436 0.774
H -2.510679 2.019579 -2.687026 0.039 -0.054 0.008
H 5.577721 2.488579 0.397474 -0.001 -0.012 0.152
C -2.837979 -3.917721 2.725174 -0.094 -0.016 0.052
C 3.859621 1.309979 0.254474 1.177 0.527 -0.114
H -3.865279 1.869079 2.283374 -0.098 0.096 0.312
C -3.063179 -2.858321 -2.242426 0.735 -0.084 -0.534
C 0.813021 2.533979 1.998674 0.300 0.098 -0.160
C 2.581721 0.950679 -0.217426 -1.702 -0.925 -0.296
C -1.464579 -3.990121 2.566974 0.043 -0.027 -0.073
H -4.977779 -2.274921 -1.851726 0.157 -0.050 0.076
H 0.873621 -5.776321 -1.975126 -0.087 -0.016 -0.079
S 2.023421 3.281379 -3.537826 0.278 -0.349 -0.133
H -3.332779 -4.451021 3.522074 -0.044 -0.022 0.093
S -3.783279 2.137979 -0.146326 0.641 -0.377 -0.085
H -0.878879 -4.598921 3.238574 0.115 -0.051 0.072
H -2.343379 5.017879 -2.215226 -0.156 0.020 -0.125
C 2.170321 -2.617621 -0.290826 0.614 1.008 0.128
C 0.577221 -3.700621 -1.534826 -0.156 -0.880 -0.225
C 0.422121 -0.781121 3.105074 -0.001 -0.028 0.812
H -0.337079 3.384679 -2.464726 0.036 -0.086 -0.089
C 0.394321 4.070179 -0.560826 -0.184 0.279 0.242
S -0.433079 -0.554621 4.623374 0.142 -0.029 -0.538
H 2.666521 3.558679 4.580674 0.057 0.026 0.219
C 2.225221 3.324979 3.631774 0.317 0.247 -0.306
C 4.556321 2.466779 0.042874 0.105 -1.323 0.165
H -1.206379 0.980479 -2.359026 -0.013 0.164 -0.060
H 4.675721 1.164279 -4.715226 0.106 -0.060 -0.126
C 3.198921 2.724679 -4.656526 -0.204 0.127 0.139
C 2.868121 4.127479 -0.735226 0.815 0.123 0.206
C -3.563379 -3.161221 1.832774 0.061 -0.053 0.073
C -1.526879 5.615479 -0.323526 0.320 0.048 0.260
S -0.147679 5.230679 0.619974 -0.256 -0.223 -0.542
N -0.232679 -0.376021 2.062774 -0.101 0.054 -0.581
C 1.249021 -4.908421 -1.457826 -0.480 0.278 -0.263
C 1.766521 1.928879 -1.047126 0.510 0.043 0.008
N -2.170379 1.232779 -2.154326 -0.028 -0.235 -0.235
C 1.090021 2.628179 3.379174 -0.113 -0.127 0.172
Br 5.550021 4.815879 -1.176526 -0.223 -0.181 0.069
C 4.125121 3.673779 -0.587126 -0.502 1.038 -0.300
N 2.047921 -0.267321 -0.163926 -0.252 1.737 -0.520
H 0.461521 2.210479 4.145174 -0.102 -0.056 0.166
C -1.727179 0.165479 3.735374 0.110 -0.103 -0.393
H -4.637179 -3.095921 1.951274 -0.117 0.013 -0.051
C -2.224279 0.762479 1.334974 -0.810 0.566 -0.007
C 2.890421 -3.817221 -0.125126 -0.158 -0.556 -0.189
H -0.320779 -3.627021 -2.132026 -0.087 -0.037 0.054
C -3.321779 1.560579 1.417174 0.237 -0.306 -0.217
H 4.376521 0.561079 0.841074 0.084 -0.014 -0.002
C 3.886921 1.660079 -4.178026 0.017 0.100 -0.242
H 3.890121 0.438379 -2.362726 0.039 -0.085 0.187
H 0.129821 1.108279 -0.452426 0.058 0.486 -0.362
C -0.838579 -3.264721 1.569174 0.105 -0.061 -0.375
H -5.065379 -4.618521 -1.720426 0.045 0.159 -0.135
H -2.193179 -3.116621 -1.637326 -0.173 -0.053 -0.015
O 0.497721 1.400879 -1.309126 -0.428 -0.141 0.337
S 2.978121 3.875479 2.192374 -0.673 -0.126 0.289
H 3.776921 -1.353821 0.397474 -0.130 0.014 -0.126
H 2.946921 -5.906021 -0.582626 0.067 -0.090 -0.002
C 2.415321 -4.974421 -0.698826 0.266 0.566 0.312
H 0.241621 -3.345021 1.510174 0.008 0.128 -0.028
H 2.160821 -1.499621 3.896574 0.033 0.021 0.011
H -2.590679 0.539579 4.245074 -0.227 0.109 0.069
H 2.677321 5.091279 -1.183126 0.079 0.026 -0.073

---

Entry 2:
82
Properties=species:S:1:pos:R:3:forces:R:3 method="wB97M-V/def2-TZVPD" e_lumo_ev="-0.848 / -0.889" homo_lumo_gap_ev="6.4 / 7.4" e_above_lowest_ev=1.853 multiplicity=4 total_energy_ev=-100968.542
H -0.011246 3.462448 -6.053549 -0.004 0.009 -0.014
C 1.031148 1.806543 3.401791 -0.056 0.003 -0.021
H 1.257636 2.655123 2.768195 0.034 0.017 -0.013
C 1.030931 3.422849 -2.340398 -0.031 0.034 -0.096
C -2.442263 -0.251685 -0.589741 0.031 0.149 -0.018
H -1.601288 -2.592667 0.736278 0.029 -0.022 -0.045
C 4.588198 -1.660017 -2.463989 -0.004 0.002 -0.028
H -1.355099 3.299791 2.346415 -0.005 -0.007 -0.027
C -2.370990 2.896748 2.313917 0.012 0.031 0.034
C -2.400915 -2.018398 1.199505 0.010 0.002 0.039
H -0.010013 2.988415 4.849127 -0.009 0.026 0.020
H 0.948985 5.559148 -2.448915 0.015 0.037 0.004
H 5.078216 -0.411034 2.279818 -0.007 -0.014 0.015
C 4.554751 -1.318234 2.009570 0.086 -0.016 -0.018
H -2.618587 2.544377 3.315170 0.002 -0.006 -0.006
C 4.273834 1.988871 2.776217 -0.061 -0.001 0.060
H -2.459392 -1.035979 -1.339017 0.026 -0.074 0.040
O 0.697409 -3.452748 0.167647 -0.033 -0.058 0.000
Co 0.305251 0.465749 0.074879 -0.104 -0.456 0.182
C 1.117844 -0.555074 3.829199 0.007 -0.045 -0.006
H -0.566358 1.051428 6.287871 -0.026 0.003 0.016
C -2.590304 2.081354 -0.048428 0.015 0.005 0.039
C -2.566954 1.078153 -1.004620 -0.033 -0.037 -0.042
H 5.740332 3.240499 3.703787 0.012 0.015 0.034
H -3.567239 0.897972 -2.901033 -0.013 -0.006 0.009
H -2.677117 3.114685 -0.365262 -0.008 0.017 0.004
C 4.097513 2.169003 0.391351 0.028 0.009 -0.010
H 2.749132 0.925442 -4.661674 -0.049 0.030 0.010
P 2.353902 0.341055 1.454026 -0.038 0.112 -0.116
C 0.464047 4.650222 -4.329280 -0.001 0.045 -0.040
C 5.047067 -1.367380 -3.740076 0.001 -0.008 0.026
H -3.355020 -2.469872 0.918207 -0.012 0.012 0.006
C -2.447776 1.788330 1.305610 -0.053 0.013 -0.059
C 0.894640 2.209166 -3.022967 -0.056 0.023 -0.110
H 0.298468 2.052572 0.305288 0.079 -0.116 0.022
C 5.280718 2.939521 2.772321 0.021 0.019 -0.046
H 0.303544 5.593245 -4.835092 -0.014 0.013 -0.008
C -2.698630 1.397199 -2.468355 -0.008 0.027 -0.026
H 2.748481 -4.539245 0.931048 -0.012 -0.015 -0.006
H -2.297167 -2.098092 2.281610 0.031 0.005 -0.006
C 0.292841 3.455818 -5.014947 -0.014 -0.019 0.006
C 3.239615 0.186212 -4.042434 0.114 0.092 0.042
H 3.636677 1.872745 -0.544399 -0.019 -0.016 -0.015
C 0.509892 2.249736 -4.367568 0.014 0.007 -0.011
H 6.258141 -2.552103 2.398987 0.019 -0.007 0.005
H 0.140776 -1.222266 5.611558 -0.001 -0.003 0.013
C -2.368963 -0.582978 0.761895 -0.003 0.063 0.012
H 5.425460 3.559598 -0.553854 0.014 0.009 -0.017
H -2.233157 0.218018 2.746515 0.005 0.002 0.016
H 3.078435 -1.303350 -1.007431 -0.044 0.001 0.014
H 5.115073 -4.644662 1.727751 -0.004 -0.017 -0.004
C 5.228925 -2.529804 2.065538 -0.001 0.062 -0.003
C 3.226821 -1.260782 1.594391 -0.062 0.099 0.053
H 6.485131 4.249645 1.574110 0.021 0.019 -0.001
O 0.523930 -1.345628 0.888815 -0.382 0.110 -0.015
H 4.728483 -0.221107 -5.526386 0.004 -0.003 -0.019
C 0.309375 1.993108 4.570388 0.010 -0.027 0.000
C 4.588806 -3.699929 1.688547 -0.054 -0.023 -0.025
H 1.279506 3.424165 -1.287449 0.014 -0.012 0.065
C 2.751752 -0.098148 -2.758670 0.052 -0.015 -0.246
C 2.585763 -2.444939 1.212132 -0.148 -0.140 -0.075
C 4.367877 -0.450075 -4.532257 0.009 0.012 0.014
C -2.330450 0.459470 1.693050 -0.033 -0.040 0.032
C 3.672105 1.589517 1.583932 0.086 0.033 -0.060
C 0.392808 -0.368172 4.996478 -0.024 0.008 -0.003
C 0.831967 4.632042 -2.993816 -0.005 -0.043 0.047
C 3.442324 -1.041987 -1.991564 -0.065 -0.100 0.040
H 5.105391 -2.378762 -1.842512 0.027 -0.011 0.015
C 3.273614 -3.650243 1.252595 0.061 -0.029 0.030
H 5.935207 -1.855504 -4.118879 0.023 -0.011 -0.021
H 1.415113 -1.554551 3.538057 0.022 0.022 0.014
H -2.803203 2.468800 -2.633792 0.012 0.013 0.007
H 0.357205 1.330983 -4.923066 0.034 -0.050 -0.008
C 1.152565 -2.455615 0.697428 0.310 0.213 0.027
C 5.108995 3.119208 0.382115 -0.013 -0.008 0.008
H -1.821526 1.064336 -3.025768 0.013 -0.025 -0.002
C 1.451123 0.531601 3.027660 0.149 -0.027 0.077
C 5.700397 3.505162 1.574287 0.004 -0.001 0.025
H -3.044458 3.714146 2.054645 -0.008 0.000 -0.003
C -0.008066 0.906047 5.372692 0.003 0.002 -0.006
H 3.946266 1.558046 3.714167 -0.019 -0.021 0.022
Si 1.192810 0.631181 -2.062275 0.078 0.106 0.148